Entry from the OMol25 dataset: a molecular structure, C31H37Cl2LaN5SSi2 at a distorted geometry (the ωB97M-V functional and the def2-TZVPD basis).

```
! RIJCOSX wB97M-V def2-TZVPD def2/J DEFGRID3
* xyz 0 2
C -1.291 2.983 -1.151
H -2.806 -3.152 2.097
C -0.928 -3.856 4.970
Cl -1.778 3.169 2.816
C 1.832 -0.642 -2.362
C -3.444 3.807 2.598
C 2.188 -1.001 1.959
H -0.097 -3.932 -3.556
La -0.026 1.414 1.154
C -0.748 3.688 -2.232
H 4.489 3.693 -0.789
H 0.050 0.907 -4.013
H -1.196 -4.527 5.768
H -4.155 -2.926 -1.029
C -1.281 -1.730 2.747
H 0.394 3.368 -4.103
C 0.719 -2.120 4.258
Si -2.885 -1.041 -1.976
H -2.215 -4.868 3.447
H 4.581 -3.455 1.947
C 0.341 -2.941 -3.802
N 0.886 -0.787 2.306
H -4.547 -1.574 -3.613
H -5.072 0.179 -1.492
C -3.104 -2.656 -1.051
C 4.140 -2.500 1.708
C 4.290 -0.273 0.828
H -3.797 1.199 -2.030
C 2.052 5.873 0.185
C -0.099 2.913 -3.252
H 4.776 0.527 0.288
H 0.587 -3.132 6.098
H -2.822 -2.531 -0.022
H 0.232 5.212 1.178
H 2.352 -3.044 2.710
H 3.991 6.246 -0.861
H -0.011 -3.828 -0.780
H 5.756 -1.763 0.431
H 1.743 -1.855 4.496
N -1.092 1.617 -0.965
H 0.802 -2.438 0.020
C -3.970 0.355 -1.385
H 1.325 -3.062 -4.200
H 1.679 -3.434 -1.046
C 2.906 -0.043 1.155
H -2.945 -2.078 -4.277
S -2.158 -0.515 1.932
Cl -4.744 2.628 2.677
C -0.865 0.834 -2.098
H -3.633 4.418 3.469
C 0.709 -2.989 -0.924
N 2.267 1.124 0.807
C -3.482 -1.326 -3.712
H 1.865 -0.012 -1.497
H -3.415 -0.373 -4.169
Si 0.358 -1.774 -2.305
C 0.159 -3.054 5.135
C -2.001 -2.941 2.827
H -2.615 -3.571 -1.381
H -0.905 4.758 -2.269
C -1.699 -3.951 3.733
N 3.002 1.924 0.064
H -3.511 4.330 1.641
C 1.141 4.920 0.671
C -1.095 -0.539 -2.144
H 1.697 6.889 0.306
H -0.276 -2.452 -4.612
H 2.807 -1.118 -2.459
H 1.796 0.028 -3.247
C 2.862 -2.278 2.176
N 1.415 3.604 0.617
C 0.110 -1.619 3.130
C 2.628 3.206 0.102
C 3.587 4.161 -0.345
H -1.862 3.497 -0.359
C -0.257 1.537 -3.187
C 3.305 5.504 -0.376
C 4.842 -1.509 0.960
H -3.832 0.696 -0.343
*
```

Energy above the lowest of the compared OMol25 structures with the same formula, charge and spin: 33.0 kcal per mole
E_tot: -92691.809 eV
Strongest force on any atom: 0.067 Eh/bohr
Expectation value of S²: 0.779
E_HOMO (alpha / beta): -6.120 / -6.203 eV

Charges per atom according to Mulliken partitioning, unit e: -0.395 0.240 -0.528 -0.083 -0.935 -0.350 0.019 0.268 1.229 -0.489 0.385 0.583 0.381 0.428 0.473 0.429 0.080 -0.106 0.385 0.372 -1.238 -0.069 0.338 0.373 -0.238 -0.913 -0.765 0.272 -0.595 -0.988 0.412 0.396 -0.599 0.348 0.522 0.359 0.391 0.369 0.598 -0.020 -0.442 -0.756 0.398 0.395 0.561 0.291 -0.171 -0.105 -0.990 0.350 -0.317 0.614 -1.280 0.145 0.327 -0.004 -0.670 -0.441 0.404 0.473 -0.647 -0.687 0.273 -0.424 1.150 0.378 0.255 0.502 0.366 -0.200 0.221 -0.217 0.095 -0.465 0.271 -0.040 -0.470 -0.540 0.058

=====

Entry from the OMol25 dataset: C21H26N2O4 in the gas phase (the ωB97M-V functional and the def2-TZVPD basis).

```
! RIJCOSX wB97M-V def2-TZVPD def2/J DEFGRID3
* xyz 0 1
O -3.000 0.245 1.133
H 0.674 1.754 3.413
H -5.081 0.665 -0.388
O 0.091 -2.307 -2.917
H -2.523 2.133 0.423
C 3.476 0.396 -2.007
C -3.402 -0.614 -1.798
C 3.563 0.514 -0.618
H 5.837 1.639 1.412
H 3.282 -1.623 4.461
H -4.671 2.324 -0.859
H -1.014 0.865 -0.742
H 0.565 -0.807 0.190
C 1.281 -0.561 -1.813
C 1.375 -0.457 -0.433
O 4.712 1.061 -0.135
C -1.836 0.125 1.837
H 4.311 0.730 -2.602
H 0.148 -2.441 2.795
C -1.099 1.182 2.361
C 2.326 -1.767 3.959
H -3.993 2.031 1.421
C 0.094 0.937 3.012
H -4.352 -1.080 -2.080
H -2.590 -0.665 -3.802
C -1.370 -1.175 2.022
C 0.576 -0.359 3.169
N -3.595 0.834 -1.795
C -4.255 1.341 -0.615
C 0.070 -1.192 -2.428
H 2.297 -0.241 -3.670
C -3.397 1.514 0.655
C 2.352 -0.142 -2.596
H 4.829 0.212 1.756
N -1.054 -0.440 -2.383
C -1.100 0.900 -1.835
H -2.455 1.628 -3.335
H -0.256 1.485 -2.216
C -2.322 -1.008 -2.796
H 1.684 -2.397 4.583
C -2.422 1.562 -2.241
O 1.786 -0.478 3.795
H -1.446 2.200 2.278
H -2.459 2.581 -1.853
C 2.503 0.075 0.167
C -0.181 -1.420 2.682
H -3.117 -0.987 -0.807
H -1.952 -1.994 1.630
H -2.196 -2.092 -2.826
C 4.859 1.187 1.259
H 2.493 -2.259 2.995
H 4.088 1.835 1.689
H 2.539 0.143 1.242
*
```

Energy above the lowest of the compared OMol25 structures with the same formula, charge and spin: 82.9 kcal per mole
E_tot: -33368.226 eV
Strongest force on any atom: 0.011 Eh/bohr
E_HOMO: -8.153 eV

Charges per atom according to Mulliken partitioning, unit e: -0.404 0.436 0.401 -0.698 0.309 -0.843 -0.247 0.832 0.255 0.239 0.464 -0.164 0.641 -0.640 -0.163 -0.518 0.191 0.444 0.383 -0.222 -0.890 0.480 -0.257 0.450 0.248 -0.601 0.341 0.167 -1.315 0.143 0.463 -0.396 -0.242 0.299 0.245 0.061 0.339 0.634 -1.101 0.362 -1.350 -0.457 0.414 0.447 0.178 -0.383 0.126 0.411 0.477 -0.738 0.340 0.316 0.094

=====

Entry from the OMol25 dataset: a molecular structure, C3H3NS at a distorted geometry (the ωB97M-V functional and the def2-TZVPD basis).

```
! RIJCOSX wB97M-V def2-TZVPD def2/J DEFGRID3
* xyz 0 1
S 1.798 -2.524 1.487
C -0.960 0.686 -0.683
H -1.201 -1.337 0.302
H 0.754 1.589 -0.339
C -0.260 -0.998 0.122
H -0.544 2.628 -1.040
C 0.604 -1.767 0.794
N -0.191 1.722 -0.643
*
```

Energy above the lowest of the compared OMol25 structures with the same formula, charge and spin: 103.5 kcal per mole
E_tot: -15479.270 eV
Strongest force on any atom: 0.061 Eh/bohr
E_HOMO: -8.089 eV

Charges per atom according to Mulliken partitioning, unit e: -0.339 -0.117 0.237 0.260 -0.365 0.293 0.224 -0.192

=====

Entry from the OMol25 dataset: 2 unconnected molecules or ions with the total composition C6H14NO at a distorted geometry (the ωB97M-V functional and the def2-TZVPD basis).

```
! RIJCOSX wB97M-V def2-TZVPD def2/J DEFGRID3
* xyz 1 1
C 2.120 -0.487 0.050
H 0.640 0.802 -1.869
H 0.983 -0.179 2.965
H 1.976 0.963 2.275
C -1.497 -1.932 0.338
H -1.480 2.269 -1.314
H 1.958 -0.165 -0.964
O -1.720 -1.092 1.156
C -1.519 1.267 -1.693
H -0.540 -2.530 0.201
C -0.287 0.346 -1.397
H 0.242 1.373 2.351
H -0.312 -0.669 -1.738
C 0.894 0.072 0.719
C 0.942 0.541 2.116
H 2.083 -1.535 0.175
H -1.681 1.341 -2.820
H -2.506 1.008 -1.467
N -0.159 0.390 0.025
H 3.060 -0.166 0.621
H -0.922 0.718 0.570
H -2.274 -2.335 -0.303
*
```

Energy above the lowest of the compared OMol25 structures with the same formula, charge and spin: 46.7 kcal per mole
E_tot: -9978.218 eV
Strongest force on any atom: 0.071 Eh/bohr
E_HOMO: -14.286 eV

Charges per atom according to Mulliken partitioning, unit e: -1.133 0.356 0.306 0.414 -0.146 0.393 0.348 -0.405 -1.475 0.237 -0.533 0.339 0.475 1.133 -1.413 0.309 0.362 0.453 -0.203 0.401 0.449 0.329

=====

Entry from the OMol25 dataset: a molecular structure, C2H4OTb at a distorted geometry (the ωB97M-V functional and the def2-TZVPD basis).

```
! RIJCOSX wB97M-V def2-TZVPD def2/J DEFGRID3
* xyz 1 7
Tb -0.699 1.697 -0.154
O -0.442 -1.832 -0.818
H 2.059 0.043 -1.396
H 0.609 0.314 -2.580
C 1.039 -0.198 -1.711
H 1.345 -2.321 -1.624
H -1.183 -0.681 -0.264
C 0.615 -1.504 -1.473
*
```

Energy above the lowest of the compared OMol25 structures with the same formula, charge and spin: 37.7 kcal per mole
E_tot: -26607.265 eV
Strongest force on any atom: 0.058 Eh/bohr
Expectation value of S²: 12.915
E_HOMO (alpha / beta): -11.748 / -11.254 eV

Charges per atom according to Mulliken partitioning, unit e: 1.205 -0.413 0.315 0.483 -1.423 0.330 -0.033 0.537

=====

Entry from the OMol25 dataset: 2 unconnected molecules or ions with the total composition C5H7I at a distorted geometry (the ωB97M-V functional and the def2-TZVPD basis).

```
! RIJCOSX wB97M-V def2-TZVPD def2/J DEFGRID3
* xyz 0 1
H -2.137 -1.376 -0.499
H -0.472 1.390 -1.281
H -1.438 -1.346 1.105
H -0.380 0.163 -2.590
C 1.970 1.083 2.306
H 2.376 1.327 3.282
H 1.026 0.857 -1.903
C -1.459 -0.809 0.239
C 1.227 0.744 1.484
C -0.044 -0.511 -0.405
H -2.016 0.096 0.179
I 1.320 -2.126 -0.334
C 0.028 0.508 -1.582
*
```

Energy above the lowest of the compared OMol25 structures with the same formula, charge and spin: 118.7 kcal per mole
E_tot: -13392.333 eV
Strongest force on any atom: 0.174 Eh/bohr
E_HOMO (alpha / beta): -9.009 / -8.997 eV

Charges per atom according to Mulliken partitioning, unit e: 0.356 0.371 0.415 0.332 0.023 0.345 0.358 -1.210 -0.746 0.353 0.364 0.183 -1.144

=====

Entry from the OMol25 dataset: C3H5ClF2 in the gas phase at a distorted geometry (the ωB97M-V functional and the def2-TZVPD basis).

```
! RIJCOSX wB97M-V def2-TZVPD def2/J DEFGRID3
* xyz 0 1
F 1.196 -0.346 1.326
C 0.126 0.369 -0.549
C 1.182 -0.535 0.018
F 0.909 -1.884 -0.157
H -0.859 0.737 1.380
C -1.114 0.457 0.308
H -1.856 1.246 0.055
H 2.177 -0.410 -0.502
H 0.415 1.334 -0.625
H -0.172 0.129 -1.596
Cl -2.003 -1.097 0.342
*
```

Energy above the lowest of the compared OMol25 structures with the same formula, charge and spin: 4.7 kcal per mole
E_tot: -21149.270 eV
Strongest force on any atom: 0.071 Eh/bohr
E_HOMO: -10.604 eV

Charges per atom according to Mulliken partitioning, unit e: -0.247 -0.717 0.390 -0.253 0.284 -0.514 0.355 0.203 0.368 0.318 -0.187

=====

Entry from the OMol25 dataset: a molecular structure, C2H3F4OTm at a distorted geometry (the ωB97M-V functional and the def2-TZVPD basis).

```
! RIJCOSX wB97M-V def2-TZVPD def2/J DEFGRID3
* xyz 2 3
F -1.814 0.224 1.302
O 0.368 -0.241 0.192
F -0.075 1.929 1.928
Tm 0.843 0.111 2.432
H 1.012 0.204 -1.742
H 0.691 -1.554 -1.341
F -1.742 -0.826 -0.471
C -1.181 0.207 0.114
F -1.362 1.249 -0.649
H 2.163 -0.707 -0.766
C 1.099 -0.596 -0.998
*
```

E_tot: -44549.760 eV
Strongest force on any atom: 0.103 Eh/bohr
Expectation value of S²: 2.002
E_HOMO (alpha / beta): -20.969 / -20.972 eV

Charges per atom according to Mulliken partitioning, unit e: -0.200 -0.270 -0.465 1.922 0.303 0.306 -0.193 0.958 -0.127 0.264 -0.498